# C2H5BrNO

An isolated ion of composition C2H5BrNO and charge +1 (ωB97M-V with the def2-TZVPD basis set, the Open Molecules 2025 dataset).

Computed properties:
SMILES: [NH3+]C(=O)CBr
LUMO energy, eV: -4.7
Net charge: +1
HOMO, eV: -15.2
Energy relative to the best compared isomer or geometry (same formula, charge and spin), kcal/mol: 13.9

The geometry in XYZ format:
```
10
Properties=species:S:1:pos:R:3:forces:R:3
N 0.699 -1.169 0.075 -1.931 -0.145 -0.698
C 0.528 0.440 -0.021 0.627 0.768 0.024
O 1.577 0.959 -0.148 -0.502 -0.302 0.182
C -0.813 1.127 -0.060 -1.629 -0.148 1.037
Br -2.200 -0.260 0.039 -0.082 0.255 0.246
H 1.693 -1.157 -0.160 -0.031 -1.081 -0.478
H -0.026 -1.832 -0.394 1.740 1.688 -0.367
H 0.573 -1.575 0.985 0.295 0.455 1.438
H -1.053 1.951 0.752 1.055 -1.819 -1.596
H -0.977 1.515 -1.067 0.458 0.327 0.212
```
Forces are in eV/Å.

natural (NBO) atomic charge list, values in e, 4 entries: atom 1 (N): -0.814, atom 2 (C): 0.713, atom 3 (O): -0.398, atom 4 (C): -0.583

=====

# C2H5BrNO2

An isolated ion of composition C2H5BrNO2 and charge +1 (ωB97M-V with the def2-TZVPD basis set, the Open Molecules 2025 dataset).

Computed properties:
SMILES: [NH3+]CC(=O)OBr
LUMO energy, eV: -4.6
Net charge: +1
HOMO, eV: -14.9
Energy relative to the best compared isomer or geometry (same formula, charge and spin), kcal/mol: 0.0

The geometry in XYZ format:
```
11
Properties=species:S:1:pos:R:3:forces:R:3
N -1.350 0.455 -0.133 1.514 1.674 1.306
C -0.456 -0.695 0.134 -0.593 -0.184 -0.228
C 0.913 -0.046 -0.020 -0.730 -0.656 0.165
O 0.890 1.149 -0.074 1.294 2.026 -0.767
O 1.926 -0.817 0.096 -0.298 -1.391 -0.062
Br 3.559 -0.090 -0.029 1.126 0.498 -0.009
H -0.525 1.251 -0.363 -0.945 -0.898 1.356
H -1.968 0.780 0.631 0.394 -0.468 -0.684
H -1.778 0.440 -0.995 -2.010 -0.606 -2.241
H -0.479 -0.815 1.202 -0.310 -0.905 0.490
H -0.734 -1.611 -0.450 0.559 0.910 0.675
```
Forces are in eV/Å.

natural (NBO) atomic charge list, values in e, 4 entries: atom 1 (N): -0.721, atom 2 (C): -0.337, atom 3 (C): 0.795, atom 4 (O): -0.562

=====

# C2H5BrO

One molecule with the formula C2H5BrO (ωB97M-V with the def2-TZVPD basis set, the Open Molecules 2025 dataset).

Computed properties:
SMILES: OCCBr
LUMO energy, eV: 0.8
Net charge: 0
HOMO, eV: -10.3
Energy relative to the best compared isomer or geometry (same formula, charge and spin), kcal/mol: 21.3

The geometry in XYZ format:
```
9
Properties=species:S:1:pos:R:3:forces:R:3
O -0.606 0.848 1.346 2.317 -0.320 1.327
C -0.274 0.487 0.038 3.363 2.397 -2.283
C 0.447 -0.861 -0.078 -2.168 -1.425 -1.135
Br 2.227 -0.674 0.687 -0.449 -0.555 0.188
H 0.334 0.862 1.819 -3.054 -0.017 -1.173
H -1.070 0.671 -0.769 0.688 -0.562 1.713
H 0.658 1.242 -0.272 -2.494 -1.410 0.153
H 0.568 -1.213 -1.131 0.270 0.892 0.637
H -0.249 -1.695 0.286 1.527 1.000 0.572
```
Forces are in eV/Å.

natural (NBO) atomic charge list, values in e, 4 entries: atom 1 (O): -0.710, atom 2 (C): -0.089, atom 3 (C): -0.488, atom 4 (Br): -0.003

=====

# C2H5BrOS

One molecule with the formula C2H5BrOS (ωB97M-V with the def2-TZVPD basis set, the Open Molecules 2025 dataset).

Computed properties:
SMILES: CS[C@H](O)Br
LUMO energy, eV: 0.7
Net charge: 0
HOMO, eV: -8.8
Energy relative to the best compared isomer or geometry (same formula, charge and spin), kcal/mol: 24.0

The geometry in XYZ format:
```
10
Properties=species:S:1:pos:R:3:forces:R:3
C 1.826 -0.102 0.155 -2.296 -2.347 0.362
S 0.332 -0.270 1.258 -1.361 -0.054 -1.224
C -1.149 -0.127 -0.211 1.272 -0.303 4.110
O -1.419 1.100 -0.620 -2.055 1.925 0.567
Br -2.641 -1.126 0.590 0.290 0.381 -0.459
H 1.371 -0.516 -0.760 0.973 0.235 -0.052
H 2.631 -0.768 0.529 -0.401 0.954 -0.278
H 1.901 0.934 0.105 1.306 1.516 -0.380
H -0.699 -0.641 -0.973 0.798 -1.640 -1.856
H -2.154 1.514 -0.073 1.474 -0.666 -0.789
```
Forces are in eV/Å.

natural (NBO) atomic charge list, values in e, 4 entries: atom 1 (C): -0.715, atom 2 (S): 0.020, atom 3 (C): 0.063, atom 4 (O): -0.686

=====

# C2H5BrS2

One molecule with the formula C2H5BrS2 (ωB97M-V with the def2-TZVPD basis set, the Open Molecules 2025 dataset).

Computed properties:
SMILES: SC(S)CBr
LUMO energy, eV: 0.4
Net charge: 0
HOMO, eV: -9.3
Energy relative to the best compared isomer or geometry (same formula, charge and spin), kcal/mol: 12.1

The geometry in XYZ format:
```
10
Properties=species:S:1:pos:R:3:forces:R:3
S 1.338 0.568 -1.201 1.744 0.228 1.734
C 0.264 0.435 0.203 -1.738 -1.726 3.375
S -1.282 1.448 0.172 1.568 2.017 -1.330
C -0.299 -1.212 0.448 2.409 2.701 -3.282
Br 1.270 -2.331 0.854 -0.673 0.389 -0.322
H 0.313 0.435 -1.915 -1.928 -0.226 -2.151
H 0.676 0.788 1.176 0.551 -0.630 -1.067
H -0.584 2.705 -0.269 -1.381 -2.373 0.846
H -0.665 -1.328 -0.607 0.390 -0.849 1.066
H -1.031 -1.508 1.140 -0.943 0.468 1.131
```
Forces are in eV/Å.

natural (NBO) atomic charge list, values in e, 4 entries: atom 1 (S): 0.074, atom 2 (C): -0.509, atom 3 (S): -0.064, atom 4 (C): -0.438

=====

# C2H5BrS2

One molecule with the formula C2H5BrS2 (ωB97M-V with the def2-TZVPD basis set, the Open Molecules 2025 dataset).

Computed properties:
SMILES: CC(S)(S)Br
LUMO energy, eV: 0.5
Net charge: 0
HOMO, eV: -9.3
Energy relative to the best compared isomer or geometry (same formula, charge and spin), kcal/mol: 1.1

The geometry in XYZ format:
```
10
Properties=species:S:1:pos:R:3:forces:R:3
C -0.153 -0.312 1.124 -2.927 -2.946 -0.523
C -0.171 -0.193 -0.369 -0.091 2.285 -1.357
S 0.454 1.557 -0.731 -1.820 0.581 -0.180
S 0.979 -1.268 -1.276 1.459 1.093 0.508
Br -1.936 -0.342 -1.239 0.230 -0.295 0.475
H -0.580 -1.355 1.358 0.416 1.434 -0.029
H 0.872 -0.428 1.265 1.737 0.564 1.391
H -0.766 0.451 1.628 0.808 -0.209 -0.106
H -0.797 2.260 -0.666 1.702 -1.073 0.073
H 2.099 -0.371 -1.093 -1.515 -1.433 -0.254
```
Forces are in eV/Å.

natural (NBO) atomic charge list, values in e, 4 entries: atom 1 (C): -0.679, atom 2 (C): -0.307, atom 3 (S): -0.065, atom 4 (S): 0.022

=====

# C2H5BrSi

One molecule with the formula C2H5BrSi (ωB97M-V with the def2-TZVPD basis set, the Open Molecules 2025 dataset).

Computed properties:
SMILES: Br[SiH]1CC1
LUMO energy, eV: 0.5
Net charge: 0
HOMO, eV: -9.0
Energy relative to the best compared isomer or geometry (same formula, charge and spin), kcal/mol: 33.7

The geometry in XYZ format:
```
9
Properties=species:S:1:pos:R:3:forces:R:3
Br 2.924 -1.187 -1.401 -0.322 -0.385 0.295
Si 1.152 0.146 -1.048 -1.744 -2.878 2.784
C 0.351 0.249 0.657 -0.376 -0.734 -0.970
C -0.590 -0.686 -0.195 1.073 1.739 -0.861
H 1.731 1.119 -1.889 -0.610 1.533 -0.666
H -0.153 1.189 0.755 -0.205 0.723 -0.017
H 0.436 -0.150 1.643 1.265 -0.100 0.592
H -0.635 -1.763 0.050 0.451 0.702 -0.374
H -1.588 -0.210 -0.198 0.470 -0.602 -0.783
```
Forces are in eV/Å.

natural (NBO) atomic charge list, values in e, 4 entries: atom 1 (Br): -0.328, atom 2 (Si): 1.070, atom 3 (C): -0.866, atom 4 (C): -0.659

=====

# C2H5BrSi

C2H5BrSi as an isolated structure (ωB97M-V with the def2-TZVPD basis set, the Open Molecules 2025 dataset).

Computed properties:
LUMO energy (alpha / beta), eV: -0.4 / 0.0
Net charge: 0
HOMO (alpha / beta), eV: -8.4 / -9.1
Energy relative to the best compared isomer or geometry (same formula, charge and spin), kcal/mol: 126.4

The geometry in XYZ format:
```
9
Properties=species:S:1:pos:R:3:forces:R:3
C -0.173 0.660 0.038 -4.861 -3.754 0.029
C -1.764 -0.514 0.066 5.389 3.655 -0.085
Si 1.540 -0.010 -0.051 -0.380 0.249 0.017
Br -3.411 0.246 0.066 -0.363 0.113 0.016
H -0.564 1.659 0.026 -0.035 0.307 0.019
H -1.619 -1.574 0.096 -0.070 -0.318 -0.012
H 2.093 -0.198 1.293 0.130 -0.087 0.214
H 2.336 1.005 -0.752 0.195 0.076 -0.106
H 1.563 -1.275 -0.783 -0.005 -0.241 -0.093
```
Forces are in eV/Å.

natural (NBO) atomic charge list, values in e, 4 entries: atom 1 (C): -0.553, atom 2 (C): -0.330, atom 3 (Si): 0.848, atom 4 (Br): 0.138

=====

# C2H5BrSi

One molecule with the formula C2H5BrSi (ωB97M-V with the def2-TZVPD basis set, the Open Molecules 2025 dataset).

Computed properties:
SMILES: Br[SiH]1CC1
LUMO energy, eV: 0.8
Net charge: 0
HOMO, eV: -8.8
Energy relative to the best compared isomer or geometry (same formula, charge and spin), kcal/mol: 24.3

The geometry in XYZ format:
```
9
Properties=species:S:1:pos:R:3:forces:R:3
Br -3.026 1.437 -0.046 -0.114 -0.125 -0.069
Si -1.300 0.282 0.721 1.379 0.476 -0.911
C 0.388 0.700 -0.133 1.846 1.329 3.633
C -0.208 -0.617 -0.583 -1.472 2.203 -2.423
H -1.580 0.079 2.237 0.619 -0.148 -1.438
H 1.261 0.648 0.698 -1.890 -0.187 -1.914
H 0.684 1.528 -0.821 -0.790 -0.868 0.465
H -0.434 -0.403 -1.734 -0.168 -1.265 2.579
H 0.372 -1.464 -0.387 0.590 -1.415 0.080
```
Forces are in eV/Å.

natural (NBO) atomic charge list, values in e, 4 entries: atom 1 (Br): -0.298, atom 2 (Si): 1.028, atom 3 (C): -0.805, atom 4 (C): -0.780

=====

# C2H5Cl2N

A 2-piece molecular cluster, C2H5Cl2N overall (ωB97M-V with the def2-TZVPD basis set, the Open Molecules 2025 dataset).

Computed properties:
LUMO energy (alpha / beta), eV: -0.6 / 0.2
Net charge: 0
HOMO (alpha / beta), eV: -7.9 / -9.4
Energy relative to the best compared isomer or geometry (same formula, charge and spin), kcal/mol: 85.9

The geometry in XYZ format:
```
10
Properties=species:S:1:pos:R:3:forces:R:3
C 0.160 1.057 -0.620 0.118 0.028 -0.225
C 0.008 0.573 0.751 0.045 -1.239 -0.166
N -0.495 -1.938 0.309 -0.284 1.037 0.357
Cl -1.423 0.830 1.590 -0.437 0.255 0.403
Cl -0.043 -2.057 -1.300 0.199 -0.404 -0.189
H 0.574 0.259 -1.254 -0.029 0.184 0.047
H 0.863 1.892 -0.657 0.026 0.097 -0.055
H -0.798 1.365 -1.032 0.011 0.036 -0.057
H 0.853 0.283 1.353 0.063 0.092 0.090
H 0.301 -2.265 0.859 0.289 -0.087 -0.206
```
Forces are in eV/Å.

natural (NBO) atomic charge list, values in e, 4 entries: atom 1 (C): -0.707, atom 2 (C): -0.107, atom 3 (N): -0.596, atom 4 (Cl): 0.059